Entry 1:
A single C4H9NO2 molecule in a non-equilibrium geometry. Source: OMol25; level of theory: wB97M-V/def2-TZVPD.

Last column: Löwdin charge in e.
Atoms and positions in Å:
C -2.07 -0.69 -0.32  -0.06
C -0.61 -0.32 -0.55  -0.45
O -0.60 0.93 -1.20  -0.04
C 0.15 -0.28 0.78  -0.14
N 1.62 -0.35 0.64  -0.02
C 2.48 0.59 0.29  -0.17
O 1.80 1.72 -0.02  -0.07
H -2.17 -1.71 0.07  0.08
H -2.62 -0.62 -1.27  0.08
H -2.54 0.01 0.38  0.09
H -0.14 -1.10 -1.18  0.14
H 0.25 1.36 -1.02  0.05
H -0.11 0.63 1.32  0.13
H -0.14 -1.14 1.40  0.13
H 2.05 -1.24 0.87  0.12
H 2.66 2.21 -0.21  0.12

Spin multiplicity: 1
Frontier orbital gap (eV): 9.8959
Energy (hartree): -362.9888
LUMO (eV): 0.8


Entry 2:
A single C4H9NO2 molecule in a non-equilibrium geometry. Source: OMol25; level of theory: wB97M-V/def2-TZVPD.

Last column: Löwdin charge in e.
Atoms and positions in Å:
C -0.73 -0.24 -2.57  -0.10
C 0.16 0.00 -1.32  -0.24
C -0.44 -0.25 0.04  -0.37
N -0.57 -1.68 0.27  0.06
C 0.44 0.54 1.02  -0.52
O 1.41 0.01 1.51  0.10
O -0.08 1.72 1.38  0.10
H -1.79 -0.34 -2.31  0.07
H -0.37 -1.22 -2.91  0.07
H -0.56 0.53 -3.34  0.07
H 0.50 1.11 -1.39  0.14
H 1.09 -0.62 -1.42  0.12
H -1.52 0.25 0.08  0.19
H -1.43 -1.91 0.74  0.07
H 0.26 -2.16 0.63  0.09
H 0.41 2.13 2.13  0.15

Spin multiplicity: 1
Frontier orbital gap (eV): 10.0654
Energy (hartree): -363.0446
LUMO (eV): 0.7
SMILES: CC[C@@H](N)C(=O)O


Entry 3:
2 unconnected molecules or ions with the total composition C4H9NO2 in a non-equilibrium geometry. Source: OMol25; level of theory: wB97M-V/def2-TZVPD.

Last column: Löwdin charge in e.
Atoms and positions in Å:
C 1.36 -1.82 -1.35  -0.22
C 0.22 1.74 0.14  -0.05
C -2.02 0.86 0.84  0.03
C -0.69 0.72 0.81  -0.50
N 1.61 -1.32 -2.55  0.07
O 2.44 -2.51 -0.84  -0.05
O 0.09 -0.26 1.29  0.00
H -0.29 2.74 0.20  0.09
H 1.19 1.82 0.64  0.07
H 0.29 1.34 -0.94  0.10
H -2.62 0.13 1.35  0.05
H -2.52 1.75 0.50  0.05
H 1.97 -2.80 -0.02  0.08
H 0.72 -0.87 -2.82  0.09
H 2.30 -1.44 -3.23  0.08
H -0.31 -1.14 1.32  0.11

Spin multiplicity: 1
Frontier orbital gap (eV): 9.3826
Energy (hartree): -362.9491
LUMO (eV): 0.8


Entry 4:
2 unconnected molecules or ions with the total composition C4H9NO2. Source: OMol25; level of theory: wB97M-V/def2-TZVPD.

Last column: Löwdin charge in e.
Atoms and positions in Å:
C 0.08 -1.13 -1.78  -0.06
C 0.02 -0.29 -0.51  -0.50
C 0.59 -1.01 0.70  -0.05
O -1.34 0.03 -0.19  -0.08
H -0.47 -2.06 -1.64  0.09
H 1.12 -1.37 -2.04  0.09
H -0.35 -0.59 -2.63  0.08
H 0.58 0.65 -0.67  0.14
H 0.05 -1.95 0.86  0.09
H 1.65 -1.24 0.55  0.09
H 0.49 -0.40 1.59  0.07
H -1.75 0.44 -0.97  0.11
N -0.87 1.98 1.81  0.19
C 0.20 2.54 1.83  -0.41
O 1.19 3.15 1.96  0.13
H -1.19 1.26 1.15  0.04

Spin multiplicity: 1
Frontier orbital gap (eV): 11.2319
Energy (hartree): -363.0549
LUMO (eV): 0.6
SMILES: CC(C)O.N=C=O


Entry 5:
A single C4H9NO2 molecule in a non-equilibrium geometry. Source: OMol25; level of theory: wB97M-V/def2-TZVPD.

Last column: Löwdin charge in e.
Atoms and positions in Å:
C -0.19 -1.39 0.97  0.00
C -0.08 -0.27 0.00  -0.35
O 1.35 -0.29 -0.86  -0.20
N 2.46 0.34 -0.30  -0.02
C -0.45 1.18 0.11  -0.01
C -0.81 0.32 -1.07  -0.16
O -2.20 -0.38 -0.77  -0.08
H 0.61 -1.33 1.70  0.08
H -1.16 -1.35 1.46  0.09
H -0.11 -2.34 0.44  0.09
H 2.35 1.35 -0.32  0.06
H 2.60 0.03 0.67  0.08
H 0.34 1.92 -0.01  0.09
H -1.23 1.48 0.80  0.11
H -0.62 0.41 -2.13  0.15
H -2.87 0.31 -0.68  0.07

Spin multiplicity: 1
Frontier orbital gap (eV): 9.8495
Energy (hartree): -362.8803
LUMO (eV): 0.8
SMILES: C[C@]1(ON)C[C@@H]1O


Entry 6:
2 unconnected molecules or ions with the total composition C4H9NO2. Source: OMol25; level of theory: wB97M-V/def2-TZVPD.

Last column: Löwdin charge in e.
Atoms and positions in Å:
C 1.37 -1.62 -0.33  -0.01
C 0.43 -0.78 0.50  -0.40
O -0.38 -1.28 1.26  0.06
C 0.53 0.74 0.37  -0.18
N -0.66 1.38 -0.16  0.02
C -1.74 1.39 0.52  -0.28
O -2.02 0.80 1.68  0.05
H 1.30 -1.32 -1.38  0.07
H 1.14 -2.67 -0.21  0.09
H 2.40 -1.42 -0.01  0.10
H 0.77 1.12 1.37  0.14
H 1.37 1.00 -0.29  0.11
H -2.58 1.98 0.16  0.13
H -1.40 0.05 1.82  0.07
H -0.15 0.11 -2.94  0.04
H -0.39 0.52 -2.37  0.01

Spin multiplicity: 1
Frontier orbital gap (eV): 10.4886
Energy (hartree): -363.0020
LUMO (eV): 0.8
SMILES: CC(=O)C/N=C\O.[H][H]


Entry 7:
A single C4H9NO2 molecule. Source: OMol25; level of theory: wB97M-V/def2-TZVPD.

Last column: Löwdin charge in e.
Atoms and positions in Å:
C -0.09 0.27 2.26  -0.09
O -0.21 0.59 0.88  -0.20
C 0.70 0.82 -0.24  -0.13
C 0.09 -0.20 -1.16  -0.34
C -1.20 0.16 -1.85  -0.03
N 0.40 -1.43 -1.04  0.05
O 1.49 -1.56 -0.17  -0.08
H -1.06 -0.15 2.53  0.09
H 0.67 -0.47 2.56  0.08
H 0.04 1.18 2.87  0.08
H 1.77 0.65 -0.09  0.12
H 0.59 1.84 -0.65  0.12
H -1.10 0.98 -2.58  0.08
H -1.89 0.50 -1.07  0.09
H -1.64 -0.72 -2.34  0.08
H 1.44 -2.48 0.10  0.09

Spin multiplicity: 1
Frontier orbital gap (eV): 10.2163
Energy (hartree): -362.9337
LUMO (eV): 0.9
SMILES: COC/C(C)=N\O


Entry 8:
A single C4H9NO2 molecule. Source: OMol25; level of theory: wB97M-V/def2-TZVPD.

Last column: Löwdin charge in e.
Atoms and positions in Å:
C -1.62 -0.30 1.41  -0.11
N -0.44 -1.12 1.64  0.03
C 0.71 -1.08 1.16  -0.24
O 1.33 -0.26 0.23  -0.11
C 0.90 -0.33 -1.14  -0.16
C 0.44 1.07 -1.55  -0.23
O -0.13 1.75 -0.45  -0.09
H -1.53 0.53 0.70  0.06
H -2.43 -0.96 1.09  0.08
H -1.94 0.09 2.38  0.08
H 1.46 -1.79 1.54  0.12
H 1.75 -0.65 -1.75  0.12
H 0.11 -1.07 -1.23  0.13
H 1.28 1.65 -1.97  0.12
H -0.34 0.99 -2.33  0.12
H 0.44 1.49 0.29  0.08

Spin multiplicity: 1
Frontier orbital gap (eV): 10.4975
Energy (hartree): -362.9875
LUMO (eV): 0.9
SMILES: C/N=C\OCCO


Entry 9:
A single C4H9NO2 molecule. Source: OMol25; level of theory: wB97M-V/def2-TZVPD.

Last column: Löwdin charge in e.
Atoms and positions in Å:
C -2.17 -0.09 -0.60  -0.05
C -0.69 -0.07 -0.95  -0.45
O -0.31 1.29 -1.09  -0.04
C 0.17 -0.75 0.13  -0.08
C 1.60 -0.33 -0.10  -0.56
N 2.20 0.34 0.92  0.17
O 2.16 -0.53 -1.16  0.05
H -2.33 0.47 0.33  0.09
H -2.53 -1.11 -0.45  0.08
H -2.74 0.39 -1.39  0.08
H -0.52 -0.61 -1.89  0.15
H 0.53 1.29 -1.57  0.09
H -0.18 -0.47 1.13  0.12
H 0.10 -1.84 0.04  0.13
H 3.06 0.81 0.70  0.11
H 1.63 0.76 1.64  0.10

Spin multiplicity: 1
Frontier orbital gap (eV): 10.8727
Energy (hartree): -363.0716
LUMO (eV): 0.9
SMILES: C[C@@H](O)CC(N)=O


Entry 10:
A single C4H9NO2 molecule in a non-equilibrium geometry. Source: OMol25; level of theory: wB97M-V/def2-TZVPD.

Last column: Löwdin charge in e.
Atoms and positions in Å:
C 0.33 1.22 -0.17  -0.14
C -0.45 -0.16 0.10  -0.40
C 0.43 -1.26 0.29  -0.24
C -1.43 0.11 1.25  -0.05
N 1.38 1.05 -1.19  -0.19
O 2.25 0.07 -1.00  -0.12
O 0.41 -2.29 -0.50  0.04
H -0.39 1.99 -0.53  0.12
H 0.94 1.55 0.79  0.16
H -0.96 -0.47 -0.78  0.12
H 1.22 -1.40 0.99  0.13
H -0.80 0.65 2.04  0.10
H -1.83 -0.90 1.44  0.10
H -1.95 0.94 0.73  0.08
H 1.00 0.90 -2.16  0.14
H -0.14 -2.00 -1.29  0.14

Spin multiplicity: 1
Frontier orbital gap (spin up / spin down) (eV): 9.0752 / 6.6809
Energy (hartree): -362.8505
LUMO (spin up / spin down) (eV): 0.7 / 0.3


Going through the records in order, we get relative energy (zero: lowest compared OMol25 entry of this formula, charge and spin) values of 2.633 1.113 3.714 0.834 5.585 2.274 4.132 2.668 0.380 6.396 eV.